Entry P
# C5H6N2O2

A 2-piece molecular cluster, C5H6N2O2 overall (ωB97M-V/def2-TZVPD, the Open Molecules 2025 dataset).

```
! RIJCOSX wB97M-V def2-TZVPD def2/J DEFGRID3
* xyz 0 1
C 0.060 0.964 -0.352
C -1.588 -0.497 0.230
C -0.364 -1.020 0.507
C 0.057 -2.240 1.055
C 0.645 -0.279 0.076
H 0.362 2.331 -1.705
H 1.537 2.938 -0.169
H -2.007 1.484 -0.318
H -2.588 -0.857 0.037
H -1.003 -2.961 1.016
H 2.313 -0.049 -1.083
N 0.638 2.062 -0.783
N -1.374 0.740 -0.184
O 1.310 -2.153 1.802
O 2.001 -0.464 -0.129
*
```

Its HOMO-LUMO gap is 0.2850 Eh.

Here are the Mulliken charges for atoms 1 to 6, given in e: atom 1 (C): -0.128, atom 2 (C): -0.766, atom 3 (C): 0.208, atom 4 (C): -0.137, atom 5 (C): 0.903, atom 6 (H): 0.200

Entry Q
# C5H6N2O2

One molecule with the formula C5H6N2O2 (ωB97M-V/def2-TZVPD, the Open Molecules 2025 dataset).

```
! RIJCOSX wB97M-V def2-TZVPD def2/J DEFGRID3
* xyz 0 1
C -0.796 1.010 0.121
C -0.411 0.514 -1.218
C 0.623 -0.274 -1.453
C 1.420 -0.847 -0.364
C -1.178 -0.190 1.009
H 1.080 1.413 0.589
H -1.658 1.645 0.035
H -0.921 0.965 -2.055
H 0.969 -0.451 -2.461
H 2.423 -1.160 -0.605
H -0.330 -1.675 2.076
N 1.068 -1.271 0.785
N -0.191 -1.094 1.252
O 0.188 1.736 0.828
O -2.287 -0.320 1.461
*
```

Its HOMO-LUMO gap is 0.3504 Eh.

Here are the Mulliken charges for atoms 1 to 6, given in e: atom 1 (C): -0.121, atom 2 (C): -0.461, atom 3 (C): -0.014, atom 4 (C): -0.390, atom 5 (C): 0.529, atom 6 (H): 0.423

Most stable: entry Q. Least stable: entry P.